# 1
{"formula": "C2H6IN2O", "method": "ωB97M-V with the def2-TZVPD basis set", "e_tot_ha": -561.8841, "de_lowest_kcal_mol": 61.1, "total_charge": 1, "homo_energy_ha": -0.5179, "symbols": ["C", "C", "N", "N", "O", "I", "H", "H", "H", "H", "H", "H"], "xyz": [[-0.783, 0.557, 0.128], [2.270, 0.750, -0.132], [1.174, 0.113, -0.054], [-1.256, -0.690, -0.066], [1.075, -1.278, 0.038], [4.229, 0.023, 0.000], [-0.764, 1.223, -0.635], [-0.674, 1.078, 1.015], [1.996, 1.860, -0.265], [-1.242, -1.120, -0.992], [-1.251, -1.314, 0.720], [1.885, -1.550, -0.411]], "forces_ev_per_a": [[0.05, -4.19, -0.90], [-1.02, 1.48, -0.05], [-0.25, -0.74, 0.29], [-0.07, 2.43, 0.57], [1.34, 1.44, -0.25], [-0.78, 0.24, -0.17], [-0.25, 1.49, -2.71], [-0.25, -0.03, 2.30], [1.24, -1.57, 0.29], [-0.19, 0.46, 0.52], [-0.17, -0.22, 0.06], [0.34, -0.80, 0.06]], "nbo_charge": [0.115, -0.094, -0.144, -0.677, -0.526, 0.294, 0.204, 0.226, 0.258, 0.432, 0.424, 0.489]}


# 2
{"formula": "C4H7NO", "method": "ωB97M-V with the def2-TZVPD basis set", "e_tot_ha": -286.4432, "de_lowest_kcal_mol": 118.2, "total_charge": 0, "homo_energy_ha": [-0.3177, -0.3177], "symbols": ["O", "C", "C", "N", "C", "C", "H", "H", "H", "H", "H", "H", "H"], "xyz": [[-2.695, -0.494, 0.512], [-1.675, 0.034, 0.243], [-0.453, 0.520, 1.226], [0.551, -0.373, 0.921], [0.464, -0.532, -1.225], [1.404, -0.011, -0.204], [-1.031, -0.101, -0.787], [-0.850, 0.367, 2.236], [-0.284, 1.593, 1.010], [0.207, 0.071, -2.100], [0.416, -1.609, -1.369], [2.363, -0.537, -0.153], [1.584, 1.072, -0.310]], "forces_ev_per_a": [[0.83, 0.54, -0.25], [-0.56, -0.56, 0.28], [0.00, 0.05, 0.00], [-0.35, 0.18, -0.60], [0.03, -0.03, 0.26], [0.21, 0.04, -0.14], [-0.12, 0.04, 0.10], [0.08, -0.02, -0.26], [0.01, -0.26, 0.01], [-0.05, -0.13, 0.38], [0.07, 0.25, 0.11], [-0.15, 0.11, 0.03], [-0.03, -0.20, 0.07]], "nbo_charge": [-0.471, 0.508, -0.349, -0.377, -0.366, -0.300, 0.120, 0.242, 0.178, 0.215, 0.222, 0.200, 0.177]}


# 3
{"formula": "C6H26N2O6", "method": "ωB97M-V with the def2-TZVPD basis set", "e_tot_ha": -805.0260, "spin_multiplicity": 2, "de_lowest_kcal_mol": 24.2, "total_charge": -1, "s_squared": 0.751, "homo_energy_ha": [0.0164, -0.1834], "symbols": ["C", "C", "C", "C", "C", "N", "C", "N", "H", "H", "H", "H", "H", "H", "H", "H", "H", "H", "H", "H", "H", "H", "H", "H", "O", "H", "H", "O", "H", "H", "O", "H", "H", "O", "H", "H", "O", "H", "H", "O"], "xyz": [[0.315, -0.120, -3.015], [0.530, -0.516, -1.498], [0.920, -2.079, -1.340], [0.374, -2.665, -0.115], [1.048, -2.187, 0.997], [0.348, -2.438, 2.311], [-0.728, -3.649, -0.007], [1.673, 0.197, -0.927], [-0.230, 0.834, -2.946], [1.157, -0.108, -3.594], [-0.496, -0.554, -3.500], [-0.290, -0.172, -0.841], [0.588, -2.604, -2.222], [2.008, -2.038, -1.351], [1.788, -1.394, 1.007], [0.544, -1.668, 2.956], [-0.681, -2.474, 2.140], [-0.437, -4.565, -0.644], [-0.715, -4.088, 0.976], [-1.659, -3.342, -0.436], [1.256, 1.058, -0.540], [2.392, 0.601, -1.585], [3.805, -0.096, 1.896], [2.396, -0.231, 1.440], [2.941, -0.327, 2.241], [1.757, 1.550, 2.252], [2.187, 2.219, 3.411], [1.751, 2.432, 2.569], [-3.704, 1.337, 2.260], [-2.344, 1.460, 2.944], [-2.786, 1.612, 2.093], [-2.997, 1.705, -1.934], [-1.770, 0.971, -1.714], [-2.492, 1.033, -2.343], [-3.360, 3.386, -1.037], [-2.136, 4.024, -0.186], [-3.004, 4.106, -0.543], [0.238, 2.594, 0.934], [0.052, 3.575, -0.202], [-0.239, 2.623, 0.091]], "forces_ev_per_a": [[-2.57, 1.54, 3.87], [1.37, -1.29, -1.61], [-0.97, 1.61, -1.56], [3.05, 1.41, 2.92], [-4.68, -1.27, 0.80], [0.60, 0.59, -1.23], [1.69, -2.07, -1.64], [0.64, 2.31, 0.31], [1.30, 0.65, -0.29], [2.27, 0.13, -1.32], [-1.15, -2.13, -0.84], [-0.08, -0.79, -0.53], [-0.15, -0.29, -0.49], [-0.01, -0.32, 0.04], [-0.40, -1.53, -0.56], [-0.07, -0.39, -0.28], [1.35, 0.29, 0.34], [-0.33, 1.17, 0.51], [-0.73, 0.18, 0.43], [-0.82, 0.38, 0.28], [0.46, -0.22, -0.01], [-1.17, -1.07, 0.45], [0.46, 0.16, 0.11], [0.29, 0.52, 0.22], [-0.11, 0.26, -0.09], [-0.20, -1.64, -1.14], [-0.06, 0.66, 0.22], [0.23, 1.11, 0.97], [0.35, 0.14, -0.12], [0.08, 0.08, -0.28], [-0.40, -0.24, 0.35], [-1.09, 1.03, 0.43], [0.38, -0.18, 0.20], [0.57, -0.89, -0.51], [0.52, -0.84, -0.05], [0.97, -1.22, 0.19], [-1.63, 2.15, 0.00], [-0.14, -0.24, 0.49], [-0.62, -2.20, 0.36], [0.81, 2.46, -0.91]], "lowdin_spin": [0.020, 0.022, 0.004, 0.003, 0.026, 0.021, 0.009, 0.022, 0.009, 0.002, 0.003, 0.020, 0.000, 0.002, 0.007, 0.027, 0.009, 0.001, 0.001, 0.003, 0.021, 0.017, 0.020, 0.011, 0.058, 0.029, 0.032, 0.098, 0.020, 0.040, 0.092, 0.009, 0.012, 0.036, 0.011, 0.020, 0.043, 0.027, 0.061, 0.131]}


# 4
{"formula": "C3H5N3OS", "method": "ωB97M-V with the def2-TZVPD basis set", "e_tot_ha": -754.9083, "de_lowest_kcal_mol": 82.1, "total_charge": 0, "smiles": "Nn1[nH]cc(O)c1=S", "homo_energy_ha": -0.3070, "symbols": ["N", "N", "N", "C", "C", "O", "C", "S", "H", "H", "H", "H", "H"], "xyz": [[-2.169, 0.192, -0.184], [-0.951, -0.081, 0.203], [-0.460, -1.414, -0.218], [0.973, -1.273, -0.138], [1.343, 0.024, -0.082], [2.683, 0.529, -0.060], [0.077, 0.782, 0.112], [-0.032, 2.452, -0.119], [-2.744, 0.468, 0.739], [-2.134, 1.095, -0.793], [-0.781, -2.174, 0.394], [1.625, -2.116, -0.261], [2.569, 1.518, 0.408]], "forces_ev_per_a": [[-4.75, 3.49, 1.10], [3.77, -2.81, 0.04], [1.63, 0.89, 0.88], [-0.82, 0.61, -0.71], [0.44, 0.24, 1.28], [-3.40, 2.83, 1.68], [2.02, 1.52, -1.12], [-0.15, -0.99, 0.53], [1.38, -0.64, -2.86], [-0.16, -1.75, 1.22], [-0.21, 0.60, -0.16], [-0.07, -0.39, 0.07], [0.33, -3.58, -1.97]], "nbo_charge": [-0.621, -0.093, -0.394, -0.067, 0.196, -0.670, 0.030, -0.247, 0.364, 0.383, 0.383, 0.228, 0.507]}


# 5
{"formula": "C19H25ClN2W", "method": "ωB97M-V with the def2-TZVPD basis set", "e_tot_ha": -1375.1222, "spin_multiplicity": 3, "de_lowest_kcal_mol": 16.4, "total_charge": 2, "s_squared": 2.018, "homo_energy_ha": [-0.4823, -0.4821], "symbols": ["C", "C", "C", "C", "Cl", "H", "H", "H", "H", "H", "H", "H", "H", "H", "C", "C", "C", "H", "C", "C", "H", "H", "H", "H", "C", "C", "C", "H", "C", "C", "H", "H", "H", "H", "W", "N", "C", "C", "C", "C", "C", "N", "H", "H", "H", "H", "H", "H"], "xyz": [[-2.385, -1.849, -3.292], [-3.437, -2.455, -2.395], [-2.908, -0.829, -4.274], [-1.382, -2.827, -3.858], [-1.161, -0.760, -1.966], [-3.533, -1.317, -5.033], [-2.109, -0.324, -4.822], [-3.544, -0.076, -3.803], [-4.119, -3.088, -2.976], [-4.064, -1.701, -1.912], [-3.005, -3.101, -1.626], [-1.852, -3.499, -4.583], [-0.952, -3.463, -3.079], [-0.570, -2.321, -4.386], [-0.451, 2.071, 1.215], [-0.733, 2.567, -0.090], [-1.630, 1.686, -0.732], [-0.357, 3.474, -0.503], [-2.030, 0.690, 0.272], [-1.338, 0.984, 1.480], [-1.463, 0.448, 2.409], [0.143, 2.572, 1.945], [-2.033, 1.803, -1.722], [-2.736, -0.118, 0.126], [2.510, -0.176, -0.421], [2.579, 1.233, -0.214], [1.836, 1.890, -1.214], [3.224, 1.741, 0.490], [1.261, 0.906, -2.091], [1.738, -0.408, -1.615], [1.551, -1.365, -2.125], [2.981, -0.959, 0.182], [1.830, 2.956, -1.401], [0.706, 1.079, -3.016], [0.058, 0.417, -0.327], [0.025, 1.238, 4.511], [1.220, 0.681, 4.261], [1.915, -0.027, 5.285], [3.188, -0.523, 5.023], [3.753, -0.271, 3.772], [2.970, 0.379, 2.821], [1.745, 0.860, 3.029], [-0.444, 1.783, 3.822], [-0.255, 1.329, 5.490], [1.368, -0.206, 6.223], [3.750, -1.057, 5.800], [4.728, -0.636, 3.469], [3.407, 0.572, 1.851]], "forces_ev_per_a": [[-1.58, -1.76, -1.58], [0.22, 0.20, 0.68], [0.43, 0.77, 0.37], [0.63, 0.25, 0.46], [-0.30, -1.06, -1.04], [0.16, -0.37, 0.30], [-0.02, -0.12, 0.10], [0.08, -0.14, 0.05], [0.28, 0.16, -0.31], [0.12, 0.00, -0.13], [0.04, 0.09, -0.13], [-0.39, 0.22, 0.07], [-0.12, 0.09, -0.06], [-0.15, 0.01, 0.04], [-1.32, -0.01, 0.11], [-0.68, -0.44, 0.13], [-1.62, 0.73, 1.23], [0.43, 0.29, -0.31], [-0.55, 0.98, 0.34], [-0.28, -0.11, -0.58], [0.24, -0.10, -0.02], [0.68, -0.08, 0.09], [-0.01, -0.02, -0.01], [0.07, 0.26, 0.10], [-0.63, -0.34, -0.72], [-0.35, -0.68, -0.02], [-0.45, -0.89, -1.16], [-0.47, 0.00, 0.18], [1.50, -0.64, -0.42], [-0.04, 0.79, -0.08], [0.23, 0.62, 0.48], [-0.21, 0.45, -0.24], [-0.27, -0.05, 0.26], [0.40, 0.03, 0.40], [3.77, 1.13, 0.75], [-1.20, -0.07, 1.35], [2.03, -0.54, -0.26], [-0.36, -0.12, -0.36], [-0.40, 0.37, 0.42], [-0.49, -0.05, -0.74], [0.80, -0.31, 0.86], [-0.42, -0.13, 0.37], [0.03, 0.34, 0.08], [-0.03, 0.05, -0.83], [0.58, 0.09, -0.36], [-0.33, 0.20, -0.38], [-0.03, 0.09, 0.27], [0.00, -0.19, 0.24]], "lowdin_spin": [0.012, 0.004, 0.000, 0.003, 0.093, -0.001, 0.000, 0.000, 0.001, 0.000, 0.000, 0.001, 0.000, 0.000, 0.011, -0.005, 0.044, -0.001, 0.040, 0.071, 0.010, 0.001, 0.005, 0.003, 0.059, -0.010, -0.008, 0.000, 0.028, 0.025, 0.002, 0.008, 0.000, 0.005, 1.573, 0.002, 0.002, 0.000, 0.001, 0.000, 0.001, 0.017, 0.000, 0.000, 0.000, 0.000, 0.000, 0.000]}


# 6
{"formula": "C2H3NO2", "method": "ωB97M-V with the def2-TZVPD basis set", "e_tot_ha": -282.9808, "de_lowest_kcal_mol": 173.9, "total_charge": 0, "homo_energy_ha": [-0.3310, -0.3313], "symbols": ["C", "C", "N", "O", "O", "H", "H", "H"], "xyz": [[-1.174, -0.569, 0.134], [-0.926, 0.727, 0.167], [0.825, -0.307, -0.503], [0.327, 0.986, -0.021], [1.878, -0.456, 0.393], [-1.790, -1.340, -0.348], [-1.680, 1.435, 0.462], [2.541, -0.475, -0.284]], "forces_ev_per_a": [[2.59, -2.02, -1.59], [-1.20, -0.68, 0.35], [-2.85, 0.19, 1.78], [0.63, 1.98, -0.28], [-0.99, -0.71, -0.55], [0.10, 0.70, 0.65], [0.21, 0.85, -0.24], [1.52, -0.30, -0.12]], "nbo_charge": [-0.142, 0.091, 0.053, -0.367, -0.546, 0.225, 0.214, 0.473]}